[1]
Below is a structure of composition C34H31AsBrNS3V in a non-equilibrium geometry, with properties calculated with wB97M-V/def2-TZVPD.

Atoms and positions in Å:
V1 1.124 0.333 -0.548
S1 2.038 0.074 1.801
C1 0.810 0.274 3.017
C2 1.158 0.277 4.381
C3 0.193 0.417 5.360
C4 -1.153 0.561 5.021
C5 -1.510 0.562 3.684
C6 -0.543 0.416 2.692
As1 -0.954 0.355 0.804
C7 -1.848 -1.382 0.677
C8 -2.380 -1.782 -0.550
C9 -2.970 -3.031 -0.687
C10 -3.028 -3.898 0.399
C11 -2.498 -3.506 1.620
C12 -1.911 -2.253 1.758
C13 -2.521 1.534 0.872
C14 -2.304 2.874 1.192
C15 -3.375 3.734 1.381
C16 -4.677 3.265 1.254
C17 -4.899 1.933 0.938
C18 -3.825 1.068 0.750
H1 2.203 0.169 4.648
H2 0.489 0.421 6.403
H3 -1.909 0.674 5.790
H4 -2.551 0.677 3.408
H5 -2.309 -1.126 -1.406
H6 -3.375 -3.333 -1.645
H7 -3.477 -4.878 0.289
H8 -2.529 -4.181 2.468
H9 -1.490 -1.959 2.710
H10 -1.295 3.242 1.308
H11 -3.193 4.772 1.632
H12 -5.515 3.936 1.404
H13 -5.911 1.557 0.843
H14 -4.013 0.030 0.510
S2 -0.261 0.458 -2.402
C19 0.891 -0.161 -3.582
C20 0.436 -0.794 -4.745
C21 1.322 -1.227 -5.715
C22 2.693 -1.030 -5.538
C23 3.158 -0.407 -4.394
C24 2.275 0.033 -3.398
S3 2.844 0.915 -1.994
H15 -0.632 -0.938 -4.871
H16 0.948 -1.707 -6.612
H17 3.393 -1.372 -6.291
H18 4.220 -0.251 -4.247
C25 3.584 -2.472 -0.409
C26 2.087 -2.561 -0.719
C27 1.374 -3.400 0.343
C28 1.871 -3.186 -2.103
N1 1.495 -1.239 -0.720
H19 4.012 -3.477 -0.367
H20 3.741 -1.972 0.548
H21 4.093 -1.897 -1.186
H22 1.812 -4.402 0.377
H23 0.310 -3.483 0.112
H24 1.484 -2.929 1.322
H25 2.139 -4.247 -2.075
H26 2.483 -2.685 -2.854
H27 0.825 -3.091 -2.401
Br1 1.963 7.119 0.053
C29 1.712 5.223 0.010
C30 0.562 4.704 -0.543
C31 0.407 3.316 -0.584
C32 1.357 2.411 -0.075
C33 2.496 3.019 0.481
C34 2.691 4.395 0.527
H28 -0.202 5.358 -0.944
H29 -0.492 2.948 -1.055
H30 3.267 2.391 0.911
H31 3.592 4.813 0.959

Values from the calculation:
highest occupied orbital energy (spin up / spin down): -4.58 / -4.58 eV
orbital gap (spin up / spin down): 6.93 / 6.93 eV
net charge: -1


[2]
Below is a structure of composition C34H31F3FeN8O3 in a non-equilibrium geometry, with properties calculated with wB97M-V/def2-TZVPD.

Atoms and positions in Å:
Fe1 0.499 0.206 1.733
C1 -2.324 0.586 0.268
N1 -1.348 1.496 0.958
C2 -1.851 2.170 2.241
C3 -1.704 1.220 3.418
N2 -0.915 0.191 3.579
C4 -1.280 -0.431 4.792
C5 -0.462 -1.241 5.553
C6 -0.837 -1.433 6.928
C7 -2.088 -0.938 7.409
C8 -2.820 -0.033 6.626
C9 -2.414 0.246 5.327
N3 -2.650 1.294 4.405
C10 -2.106 -0.838 0.747
N4 -1.040 -1.327 1.389
C11 -1.343 -2.607 1.895
C12 -0.841 -3.371 2.945
C13 -1.436 -4.608 3.063
C14 -2.680 -4.963 2.500
C15 -3.159 -4.210 1.451
C16 -2.590 -2.967 1.234
N5 -3.044 -1.826 0.520
H1 -2.096 0.587 -0.859
H2 -3.433 0.845 0.475
H3 -1.027 2.170 0.276
H4 -2.864 2.569 2.099
H5 -1.210 3.013 2.381
H6 0.410 -1.752 5.151
H7 -0.125 -1.956 7.553
H8 -2.437 -1.281 8.397
H9 -3.545 0.672 7.020
H10 -3.514 1.870 4.362
H11 -0.033 -3.085 3.631
H12 -0.977 -5.299 3.795
H13 -3.213 -5.829 2.819
H14 -3.996 -4.448 0.743
H15 -3.988 -1.696 0.217
O1 2.685 0.467 -1.922
C17 2.261 0.090 -0.811
O2 1.311 0.670 -0.122
C18 2.792 -1.240 -0.378
C19 3.420 -1.972 -1.392
C20 3.811 -3.293 -1.242
C21 3.557 -3.896 -0.028
C22 3.073 -3.166 1.041
N6 2.709 -1.817 0.931
H16 3.480 -1.556 -2.397
H17 4.176 -3.923 -2.093
H18 3.552 -4.983 0.134
H19 3.032 -3.626 2.044
C23 2.726 3.328 -5.014
N7 1.757 3.186 -3.970
N8 0.763 2.265 -4.092
C24 0.224 1.979 -2.806
O3 -0.637 1.110 -2.613
C25 0.978 2.818 -1.903
C26 1.945 3.448 -2.613
C27 3.028 4.343 -2.177
C28 0.120 1.908 -5.311
C29 -0.047 2.869 -6.325
C30 -0.885 2.568 -7.395
C31 -1.315 1.259 -7.612
C32 -1.056 0.253 -6.660
C33 -0.410 0.613 -5.421
H20 2.231 3.179 -5.987
H21 3.533 2.596 -4.909
H22 3.067 4.413 -4.990
H23 0.792 2.975 -0.865
H24 2.570 5.325 -2.005
H25 3.717 4.580 -2.989
H26 3.566 4.058 -1.288
H27 0.263 3.892 -6.201
H28 -1.116 3.331 -8.110
H29 -2.000 1.104 -8.388
H30 -1.371 -0.743 -6.887
H31 -0.292 -0.073 -4.606
F1 1.055 1.714 2.701
C34 2.239 -1.000 2.063
F2 3.275 -0.207 2.447
F3 1.906 -1.841 3.121

Values from the calculation:
spin multiplicity: 5
⟨S²⟩: 6.03
highest occupied orbital energy (spin up / spin down): -6.35 / -6.49 eV
orbital gap (spin up / spin down): 5.80 / 6.00 eV
net charge: 0


[3]
Below is a structure of composition C34H31IInN8O3PS2Te, with properties calculated with wB97M-V/def2-TZVPD.

Atoms and positions in Å:
In1 0.090 0.183 0.074
C1 -3.091 -0.986 -3.271
C2 -1.961 -1.020 -2.284
N1 -1.459 0.060 -1.787
N2 -2.020 1.229 -2.092
C3 -1.325 2.311 -1.796
N3 -1.956 3.489 -1.957
S1 0.328 2.352 -1.335
C4 -1.405 -2.311 -1.864
C5 -2.038 -3.506 -2.223
C6 -1.488 -4.713 -1.837
C7 -0.308 -4.715 -1.111
C8 0.257 -3.491 -0.795
N4 -0.270 -2.325 -1.148
H1 -3.293 0.046 -3.538
H2 -4.000 -1.414 -2.842
H3 -2.833 -1.550 -4.169
H4 -2.962 3.465 -2.009
H5 -1.536 4.284 -1.494
H6 -2.960 -3.480 -2.786
H7 -1.974 -5.643 -2.102
H8 0.173 -5.634 -0.806
H9 1.189 -3.443 -0.245
I1 1.895 -1.693 2.172
C9 0.041 -2.421 2.883
C10 0.133 -3.370 3.862
C11 -1.032 -3.910 4.431
C12 -2.248 -3.458 4.016
C13 -2.361 -2.462 3.018
C14 -3.639 -1.985 2.662
C15 -3.778 -1.029 1.701
C16 -2.638 -0.537 1.042
C17 -1.367 -0.949 1.362
C18 -1.191 -1.917 2.386
H10 1.102 -3.703 4.207
H11 -0.951 -4.668 5.199
H12 -3.161 -3.849 4.451
H13 -4.501 -2.389 3.181
H14 -4.753 -0.633 1.445
H15 -2.783 0.226 0.289
S2 7.756 1.917 -0.723
N5 6.703 2.354 0.423
C19 5.544 1.805 0.114
C20 4.315 1.948 0.853
C21 4.181 2.773 1.973
C22 2.950 2.889 2.573
C23 1.884 2.158 2.053
N6 2.009 1.353 1.016
C24 3.191 1.242 0.396
C25 3.251 0.408 -0.800
N7 2.137 -0.242 -1.172
C26 2.117 -0.883 -2.327
C27 3.225 -0.970 -3.165
C28 4.400 -0.374 -2.770
C29 4.424 0.340 -1.572
C30 5.592 1.029 -1.085
N8 6.784 1.017 -1.650
H16 5.045 3.315 2.334
H17 2.796 3.538 3.424
H18 0.892 2.223 2.475
H19 1.180 -1.350 -2.593
H20 3.150 -1.498 -4.104
H21 5.299 -0.432 -3.368
C31 -0.740 1.565 5.048
C32 -1.113 2.952 4.540
O1 -2.117 2.864 3.534
P1 -1.747 3.096 1.959
O2 -1.132 1.840 1.423
Te1 -0.586 5.132 1.666
O3 -3.256 3.133 1.389
C33 -4.160 4.124 1.894
C34 -5.481 4.003 1.163
H22 0.152 1.624 5.674
H23 -0.549 0.900 4.203
H24 -1.558 1.135 5.627
H25 -0.235 3.475 4.146
H26 -1.519 3.560 5.352
H27 -3.724 5.118 1.754
H28 -4.303 3.970 2.966
H29 -5.376 4.280 0.114
H30 -6.213 4.662 1.631
H31 -5.844 2.976 1.221

Values from the calculation:
highest occupied orbital energy: -6.49 eV
orbital gap: 5.51 eV
net charge: 0


[4]
Below is a structure of composition C34H31N6O6PtS, with properties calculated with wB97M-V/def2-TZVPD.

Atoms and positions in Å:
Pt1 -0.765 -0.993 0.083
C1 0.089 -2.556 2.546
C2 -1.388 -2.485 2.931
C3 -2.011 -1.112 2.949
C4 -2.855 -0.740 3.985
C5 -3.464 0.501 3.958
C6 -3.204 1.364 2.904
C7 -2.341 0.942 1.915
N1 -1.771 -0.266 1.942
N2 0.340 -2.637 1.084
C8 1.775 -2.420 0.799
C9 2.020 -2.251 -0.680
C10 3.141 -2.761 -1.315
C11 3.294 -2.537 -2.675
C12 2.325 -1.824 -3.363
C13 1.231 -1.347 -2.659
N3 1.101 -1.557 -1.353
C14 -0.158 -3.904 0.477
C15 -1.513 -3.747 -0.136
C16 -2.453 -4.749 -0.149
C17 -3.641 -4.626 -0.832
C18 -4.003 -3.382 -1.545
C19 -2.911 -2.264 -1.549
N4 -1.733 -2.514 -0.762
H1 0.537 -3.444 3.002
H2 0.613 -1.668 2.902
H3 -1.480 -2.891 3.939
H4 -2.001 -3.132 2.295
H5 -3.037 -1.428 4.798
H6 -4.136 0.796 4.753
H7 -3.657 2.342 2.844
H8 -2.085 1.568 1.069
H9 2.366 -3.251 1.197
H10 2.064 -1.511 1.333
H11 3.876 -3.321 -0.754
H12 4.160 -2.923 -3.196
H13 2.410 -1.632 -4.423
H14 0.454 -0.752 -3.124
H15 -0.185 -4.684 1.242
H16 0.566 -4.218 -0.279
H17 -2.222 -5.667 0.376
H18 -4.355 -5.435 -0.866
H19 -4.330 -3.570 -2.566
H20 -2.633 -2.007 -2.570
O1 -4.144 -2.003 1.157
S1 -4.737 -1.536 -0.051
O2 -5.184 -2.761 -0.929
O3 -3.566 -1.079 -1.048
O4 -5.740 -0.545 -0.034
O5 1.436 0.350 2.370
C20 1.226 1.058 1.399
N5 1.752 2.286 1.143
C21 1.502 2.723 -0.228
C22 0.549 1.596 -0.692
O6 0.014 1.497 -1.775
N6 0.410 0.707 0.332
C23 2.815 2.733 -1.001
C24 3.703 3.783 -0.775
C25 4.950 3.791 -1.377
C26 5.323 2.753 -2.221
C27 4.440 1.712 -2.457
C28 3.192 1.700 -1.847
C29 0.754 4.044 -0.315
C30 0.617 4.663 -1.554
C31 -0.113 5.835 -1.669
C32 -0.709 6.399 -0.549
C33 -0.575 5.784 0.685
C34 0.150 4.605 0.803
H21 2.533 2.614 1.688
H22 3.407 4.608 -0.138
H23 5.629 4.613 -1.195
H24 6.294 2.763 -2.698
H25 4.718 0.905 -3.124
H26 2.507 0.889 -2.058
H27 1.082 4.227 -2.429
H28 -0.214 6.310 -2.636
H29 -1.274 7.318 -0.640
H30 -1.031 6.223 1.563
H31 0.253 4.130 1.770

Values from the calculation:
spin multiplicity: 5
⟨S²⟩: 6.03
highest occupied orbital energy (spin up / spin down): -9.95 / -11.07 eV
orbital gap (spin up / spin down): 7.51 / 5.38 eV
net charge: +1


For each record above, in turn, the calculated relative energy (zero: lowest compared OMol25 entry of this formula, charge and spin) values are 17.0 26.0 18.7 0.0 kcal per mole.
For each record above, in turn, the calculated molar mass values are 755.60 712.51 1064.11 846.80 g/mol.